2 unconnected molecules or ions with the total composition C6H12O, computed with ωB97M-V/def2-TZVPD.

## Properties
Gap between HOMO and LUMO ... 10.3305 eV
LUMO energy ... 1.0855 eV
Structure (SMILES) ... C1=CCC1.COC
Total energy ... -8461.5986 eV
Energy relative to the best compared isomer or geometry (same formula, charge and spin) ... 2.755 eV

```
19
C6H12O | the OMol25 dataset | ωB97M-V/def2-TZVPD
C -0.711 1.230 -1.250
O -1.169 -0.094 -1.358
C 1.208 0.482 1.549
C 0.640 -0.907 1.339
C 1.952 -1.196 0.546
C 2.327 0.237 0.862
C -2.541 -0.192 -1.077
H 0.363 1.224 -1.454
H -0.871 1.630 -0.235
H -1.219 1.890 -1.971
H 0.824 1.356 2.068
H 0.503 -1.509 2.245
H -0.264 -0.954 0.722
H 1.798 -1.426 -0.515
H 2.599 -1.963 0.988
H 3.200 0.835 0.611
H -2.822 -1.243 -1.173
H -2.768 0.148 -0.053
H -3.142 0.407 -1.780
```

A single C6H12O molecule, computed with ωB97M-V/def2-TZVPD.

## Properties
Gap between HOMO and LUMO ... 10.7285 eV
LUMO energy ... 1.0046 eV
Structure (SMILES) ... CC(C)[C@H]1C[C@H]1O
Total energy ... -8462.7825 eV
Energy relative to the best compared isomer or geometry (same formula, charge and spin) ... 1.571 eV

```
19
C6H12O | the OMol25 dataset | ωB97M-V/def2-TZVPD
C 1.439 1.175 0.148
C 0.660 -0.142 0.141
C 1.523 -1.299 -0.355
C -0.620 0.038 -0.654
C -1.825 -0.830 -0.401
C -1.803 0.575 0.156
O -1.644 0.646 1.579
H 0.809 2.010 0.481
H 2.310 1.120 0.810
H 1.797 1.424 -0.860
H 0.346 -0.365 1.166
H 2.404 -1.418 0.287
H 1.875 -1.124 -1.379
H 0.964 -2.241 -0.343
H -0.454 0.320 -1.702
H -2.413 -1.149 -1.267
H -1.768 -1.571 0.390
H -2.493 1.394 0.055
H -1.108 1.437 1.749
```

A single C6H12O molecule, computed with ωB97M-V/def2-TZVPD.

## Properties
Gap between HOMO and LUMO ... 11.0224 eV
LUMO energy ... 1.0665 eV
Structure (SMILES) ... C[C@@H]1C[C@@H]1[C@@H](C)O
Total energy ... -8463.3152 eV
Energy relative to the best compared isomer or geometry (same formula, charge and spin) ... 1.039 eV

```
19
C6H12O | the OMol25 dataset | ωB97M-V/def2-TZVPD
C 2.347 0.039 -0.173
C 0.993 -0.417 0.367
O 1.091 -0.869 1.711
C -0.043 0.677 0.238
C -0.682 0.977 -1.088
C -1.515 0.430 0.038
C -2.098 -0.960 -0.058
H 2.281 0.252 -1.246
H 3.099 -0.741 -0.018
H 2.687 0.949 0.337
H 0.685 -1.299 -0.205
H 1.115 -0.084 2.275
H 0.205 1.550 0.846
H -0.459 0.299 -1.910
H -0.795 2.014 -1.389
H -2.161 1.154 0.534
H -1.371 -1.673 -0.458
H -2.969 -0.966 -0.724
H -2.411 -1.331 0.923
```

> Among the records above, which one has the lowest total energy?

number 3

> Which value of energy relative to the best compared isomer or geometry (same formula, charge and spin) does entry 2 give?

1.571 eV

> Number 1 is which compound?

C6H12O